{
  "formula": "C17H11Br4IrN3O4S2",
  "method": "ωB97M-V/def2-TZVPD",
  "e_homo_ev": -4.5,
  "multiplicity": 1,
  "energy_ev": -335147.72413,
  "total_charge": -1,
  "elements": ["Ir", "O", "C", "O", "C", "C", "C", "C", "C", "C", "S", "H", "H", "H", "H", "Br", "C", "C", "Br", "C", "Br", "C", "O", "C", "O", "C", "Br", "C", "C", "C", "N", "N", "C", "N", "S", "H", "H", "H", "H", "H", "H", "H"],
  "positions_angstrom": [[0.33, 0.17, 0.30], [-2.97, 0.65, 2.57], [-1.77, 0.81, 2.44], [-1.18, 1.25, 1.39], [-0.88, 0.67, 3.67], [-1.41, 1.22, 4.83], [-0.67, 1.32, 5.99], [0.62, 0.82, 6.02], [1.14, 0.21, 4.90], [0.41, 0.13, 3.70], [1.22, -0.71, 2.40], [-2.42, 1.60, 4.79], [-1.10, 1.79, 6.87], [1.22, 0.90, 6.92], [2.13, -0.21, 4.92], [-2.35, -1.10, -6.19], [-1.96, -1.25, -4.35], [-2.83, -1.92, -3.51], [-4.43, -2.66, -4.20], [-2.56, -2.02, -2.15], [-3.73, -2.92, -0.98], [-1.41, -1.44, -1.58], [-1.16, -1.46, -0.34], [-0.49, -0.75, -2.47], [0.56, -0.22, -1.96], [-0.81, -0.67, -3.83], [0.38, 0.32, -4.93], [5.85, -0.44, -1.64], [5.47, 0.56, -0.56], [4.10, 1.09, -0.78], [3.16, 1.09, 0.08], [1.99, 1.58, -0.35], [2.03, 1.99, -1.60], [1.02, 2.61, -2.23], [3.59, 1.75, -2.34], [6.85, -0.82, -1.47], [5.81, 0.04, -2.62], [5.16, -1.28, -1.65], [6.18, 1.39, -0.57], [5.49, 0.10, 0.43], [0.13, 2.55, -1.74], [0.96, 2.48, -3.23]]
}



{
  "formula": "C2H2N3O4P",
  "method": "ωB97M-V/def2-TZVPD",
  "e_homo_ev": [0.5, 0.5],
  "multiplicity": 1,
  "energy_ev": -24054.65369,
  "total_charge": -2,
  "elements": ["C", "C", "N", "N", "N", "O", "O", "O", "O", "P", "H", "H"],
  "positions_angstrom": [[0.75, 0.06, -0.75], [-1.51, -1.01, -0.33], [-2.04, 1.11, 0.71], [-0.26, -0.58, -0.69], [-2.23, -0.14, 0.40], [3.32, -0.63, -0.87], [2.87, 1.88, -0.31], [-1.87, -2.21, -0.60], [2.43, 0.16, 1.37], [2.68, 0.45, -0.03], [-1.09, 1.49, 0.42], [-3.04, -0.59, 0.69]]
}